Below is a 3-piece molecular cluster, C3H11NO2 overall, with properties calculated with ωB97M-V with the def2-TZVPD basis set.

Results
Charge = 0
Highest occupied orbital energy = -9.8 eV
Structure (SMILES) = C=NCC.O.O
Multiplicity = 1

Positions of all 17 atoms, in Å:
C -1.7820 -1.2065 0.7794
N -1.2685 -0.0076 0.7202
C -0.6192 0.7437 -0.5141
C -0.0096 -0.2396 -1.4824
H -1.7537 -1.9675 -0.0846
H -2.3183 -1.5455 1.5257
H -1.1464 1.4953 -1.1287
H 0.1974 1.4532 -0.1094
H 0.7348 0.1507 -2.2523
H 0.4965 -1.0162 -0.8189
H -0.6676 -0.8951 -2.0049
O 2.8390 -0.7515 -0.5646
H 2.0239 -0.3785 -0.1239
H 2.8426 -1.5874 -0.1726
O 0.5355 1.9067 2.0536
H -0.1396 1.1058 2.0712
H 0.0352 2.7399 2.1064

---

Below is a 2-piece molecular cluster, C3H11NO2 overall, with properties calculated with ωB97M-V with the def2-TZVPD basis set.

Results
Charge = 0
Highest occupied orbital energy = -10.0 eV
Structure (SMILES) = C[C@H](N)CO.O
Multiplicity = 1

Positions of all 17 atoms, in Å:
C 1.1813 -1.1797 -1.2700
C 0.4483 -0.0919 -0.4833
N 1.0973 1.2190 -0.4432
C 0.1711 -0.5178 0.9364
O -0.6297 0.4199 1.6387
H 1.1738 -0.9325 -2.3301
H 2.2002 -1.3479 -0.9364
H 0.6698 -2.1384 -1.1492
H -0.5192 0.0434 -0.9643
H 1.2554 1.5719 -1.3787
H 2.0069 1.1327 -0.0034
H -0.3743 -1.4574 1.0028
H 1.0920 -0.6829 1.4975
H -0.3905 1.3175 1.3785
O -3.4849 0.9991 0.6762
H -3.3068 0.5388 1.5061
H -2.5906 1.1063 0.3224

---

Below is a 3-piece molecular cluster, C3H11NO2 overall, with properties calculated with ωB97M-V with the def2-TZVPD basis set.

Results
Charge = 0
Highest occupied orbital energy = -7.6 eV
Structure (SMILES) = C=CNC.O.O
Multiplicity = 1

Positions of all 17 atoms, in Å:
C 1.2822 1.2883 0.0371
C 1.4553 0.6865 -1.2776
N 1.5692 1.5321 -2.3337
C 2.0719 1.1689 -3.6252
H 1.7832 2.2371 -0.0673
H 0.9749 0.8841 0.9693
H 0.8904 -0.2288 -1.4009
H 1.8211 2.3657 -1.9587
H 1.1917 0.6807 -4.2958
H 2.4278 2.0092 -4.1786
H 2.8383 0.3588 -3.5525
O -4.5486 -2.5459 2.9985
H -4.4951 -3.4539 2.4748
H -4.2018 -1.9676 2.3323
O -1.4138 -1.6365 4.3341
H -2.1069 -1.0244 4.6477
H -1.5399 -2.3541 4.8965

---

Below is a 3-piece molecular cluster, C3H11NO2 overall, with properties calculated with ωB97M-V with the def2-TZVPD basis set.

Results
Charge = 0
Highest occupied orbital energy = -8.2 eV
Structure (SMILES) = C=CNC.O.O
Multiplicity = 1

Positions of all 17 atoms, in Å:
C 0.3171 1.5614 -2.5204
C -0.3426 1.4256 -1.3173
N 0.0979 1.5651 -0.0612
C -0.8326 1.9241 0.9982
H 1.0944 2.2790 -2.8379
H 0.1222 0.8907 -3.3841
H -1.2577 0.8585 -1.4145
H 1.0501 1.9129 0.1069
H -0.5072 1.4915 1.9825
H -0.7305 3.0177 0.9839
H -1.8451 1.6342 0.5781
O -0.3396 -4.0878 1.6263
H -1.3220 -4.0204 1.5609
H -0.0630 -3.2466 1.3000
O 0.9959 -1.3514 0.6139
H 0.6918 -0.4323 0.3419
H 1.9800 -1.2942 0.3262

---

Below is a 2-piece molecular cluster, C3H11NO2 overall, with properties calculated with ωB97M-V with the def2-TZVPD basis set.

Results
Charge = 0
Highest occupied orbital energy = -8.7 eV
Structure (SMILES) = CCNCO.O
Multiplicity = 1

Positions of all 17 atoms, in Å:
C 0.1290 -1.0225 -0.5521
C 0.5708 -0.6440 0.9052
N 1.1950 0.7096 0.7682
C 0.2562 1.9066 0.7687
O -0.0060 2.0983 -0.6692
H -0.3115 -2.1069 -0.6058
H 1.0793 -1.1128 -1.1307
H -0.3301 -0.2855 -1.1561
H -0.2282 -0.6163 1.8038
H 1.3855 -1.2825 1.2171
H 2.0095 0.9410 0.2531
H 0.8185 2.9020 1.0618
H -0.7316 1.7832 1.3125
H 0.8294 2.0506 -1.0637
O -2.3224 -2.0859 -1.1484
H -2.3784 -1.9763 -0.3046
H -1.9650 -1.2585 -1.4597

---

Below is a 2-piece molecular cluster, C3H11NO2 overall, with properties calculated with ωB97M-V with the def2-TZVPD basis set.

Results
Charge = +1
Highest occupied orbital energy (alpha / beta) = -14.3 / -14.0 eV
Expectation value of S² = 0.75
Multiplicity = 2

Positions of all 17 atoms, in Å:
C -1.7261 -0.2224 -0.2779
C -0.6260 0.6735 0.1505
C 0.4600 0.5398 -0.8922
O 1.5880 1.4331 -0.8138
N -2.4647 -0.6179 0.8833
H -2.3308 0.0849 -1.1474
H -1.1978 -1.2192 -0.4952
H -1.1242 1.5966 0.3666
H -0.1440 0.5752 1.0566
H 0.7853 -0.5522 -0.9505
H -0.1472 0.7807 -1.7907
H 2.2618 1.0306 -0.1417
H -3.4028 -0.9869 0.6344
H -1.9230 -1.2634 1.3721
H 3.4890 -0.1945 1.3592
H 3.5536 -1.0142 0.0112
O 2.9491 -0.6435 0.6755

---

Below is a 3-piece molecular cluster, C3H11NO3 overall, with properties calculated with ωB97M-V with the def2-TZVPD basis set.

Results
Charge = 0
Highest occupied orbital energy = -9.8 eV
Structure (SMILES) = CCNC=O.O.O
Multiplicity = 1

Positions of all 18 atoms, in Å:
C -2.3960 -0.7101 0.1543
C -1.7927 0.6526 -0.1067
N -0.3379 0.5877 -0.2606
C 0.2545 0.7622 -1.4508
O 1.4804 0.6050 -1.6985
H -3.4668 -0.6538 0.2809
H -1.9828 -1.1827 1.0450
H -2.2263 -1.3529 -0.7165
H -2.1962 1.0859 -1.0472
H -2.0754 1.3228 0.6859
H 0.1910 0.2417 0.5409
H -0.4766 1.0744 -2.1813
O 3.3772 -0.0618 0.1668
H 2.8211 0.2083 -0.6047
H 4.1602 -0.4058 -0.2190
O 1.2577 -0.4918 1.8118
H 2.1053 -0.3351 1.3392
H 1.3033 -1.3465 2.2605

---

Below is a 3-piece molecular cluster, C3H11NO3 overall, with properties calculated with ωB97M-V with the def2-TZVPD basis set.

Results
Charge = 0
Highest occupied orbital energy = -9.4 eV
Structure (SMILES) = NCCC=O.O.O
Multiplicity = 1

Positions of all 18 atoms, in Å:
N 0.6459 0.7767 -1.3256
C 0.3353 0.6897 0.1725
C -0.2940 2.0665 0.5762
C -1.7054 1.8183 1.3802
O -2.6244 2.6182 1.3304
H -0.1669 0.1312 -1.7915
H 0.3497 1.6586 -1.5686
H -0.3348 -0.2023 0.2756
H 1.1950 0.5210 0.8542
H -0.5071 2.5461 -0.2744
H 0.4932 2.8175 0.9533
H -1.8818 0.9363 2.0583
O 0.3424 -3.4909 -2.3277
H 0.0658 -3.7563 -1.3990
H 0.2810 -4.1769 -2.9819
O 2.4416 -2.6657 0.7320
H 1.6714 -2.9789 1.2156
H 3.0208 -2.0732 1.2878

---

- Which of these has the highest multiplicity?
  number 6